Run w
The molecule Cl2H2NOP, computed with wB97M-V/def2-TZVPD.

Calculated values
multiplicity	1
charge	0
SMILES	N=P(O)(Cl)Cl

Each line ends with the Löwdin charge.
Geometry (Å):
N: -0.695 1.119 -0.182  -0.255
P: -0.254 -0.391 0.120  -0.230
O: 1.268 -0.610 -0.228  -0.295
Cl: -0.393 -1.031 1.923  0.415
Cl: -1.172 -1.892 -1.024  0.245
H: -1.619 1.235 0.314  -0.005
H: 1.662 0.324 -0.283  0.124

Run x
A cluster of 2 separate species, Cl2H2NOP in total, computed with wB97M-V/def2-TZVPD.

Calculated values
multiplicity	1
charge	0

Each line ends with the Löwdin charge.
Geometry (Å):
N: -2.292 -0.143 -0.174  0.039
O: 2.134 0.548 1.836  -0.468
P: 1.282 0.264 0.714  0.006
Cl: 1.833 -1.448 -0.149  0.258
Cl: 1.839 1.702 -0.694  0.184
H: -2.195 0.200 -1.210  0.013
H: -2.600 -1.123 -0.322  -0.033

Result of the stability comparison: run w is the most stable of them.

Run w
A cluster of 2 separate species, C4H12 in total, computed with wB97M-V/def2-TZVPD.

Calculated values
expectation value of S²	0.753
multiplicity	2
charge	+1

Each line ends with the Löwdin spin population.
Geometry (Å):
C: -0.777 1.426 1.354  0.023
C: 0.605 1.557 0.728  0.068
H: -1.308 0.470 1.050  0.009
H: -0.787 1.526 2.463  0.000
H: -1.444 2.120 0.951  0.010
H: 1.424 0.776 1.127  0.035
H: 0.641 1.562 -0.310  -0.001
H: 0.922 2.434 0.934  0.015
C: -0.311 -1.392 -1.752  0.234
C: 0.601 -1.534 -0.455  0.322
H: 0.103 -1.793 -2.614  0.005
H: -1.226 -1.887 -1.330  0.099
H: -0.620 -0.469 -1.856  0.020
H: 1.521 -2.015 -0.688  0.026
H: 0.569 -0.605 0.041  0.065
H: 0.086 -2.176 0.358  0.071

Run x
A cluster of 2 separate species, C4H12 in total, computed with wB97M-V/def2-TZVPD.

Calculated values
expectation value of S²	0.754
multiplicity	2
charge	+1

Each line ends with the Löwdin spin population.
Geometry (Å):
C: 0.072 -1.433 1.211  0.174
C: -0.313 -0.367 2.168  0.107
H: -0.566 -1.571 0.332  -0.001
H: 1.118 -1.186 0.790  0.091
H: 0.207 -2.428 1.663  0.034
H: -0.570 0.578 1.685  0.017
H: -1.271 -0.711 2.635  0.063
H: 0.408 -0.189 2.966  0.002
C: 0.808 0.671 -1.644  0.182
C: -0.576 1.172 -1.710  0.118
H: 1.079 0.033 -2.514  0.049
H: 1.543 1.475 -1.625  0.002
H: 0.947 -0.075 -0.805  0.071
H: -0.683 1.941 -2.497  0.048
H: -0.881 1.699 -0.776  0.044
H: -1.322 0.392 -1.879  0.001

Run y
A cluster of 2 separate species, C4H12 in total, computed with wB97M-V/def2-TZVPD.

Calculated values
expectation value of S²	0.753
multiplicity	2
charge	+1

Each line ends with the Löwdin spin population.
Geometry (Å):
C: 0.016 2.229 -0.878  0.046
C: 1.002 1.684 0.117  0.144
H: -0.022 3.315 -0.713  0.016
H: 0.288 2.062 -1.918  0.002
H: -0.995 1.821 -0.766  0.018
H: 1.898 2.335 0.262  0.057
H: 1.351 0.677 -0.171  0.022
H: 0.698 1.737 1.173  0.022
C: -0.849 -1.278 0.491  0.261
C: -0.153 -2.596 0.236  0.149
H: -1.754 -1.378 -0.147  0.082
H: -0.991 -1.359 1.568  0.017
H: -0.473 -0.283 0.169  0.060
H: 0.639 -2.787 0.966  0.028
H: 0.259 -2.779 -0.763  0.023
H: -0.913 -3.399 0.375  0.053

Result of the stability comparison: run x is the most stable of them.

Run w
A structure of composition C23H19N6O2S2ScSe, computed with wB97M-V/def2-TZVPD.

Calculated values
multiplicity	1
charge	0

Each line ends with the Löwdin charge.
Geometry (Å):
Sc: -0.554 0.215 0.327  0.449
C: 1.969 -2.752 0.382  -0.102
C: 3.059 -1.910 0.204  -0.120
C: 3.015 -0.906 -0.751  -0.093
C: 1.889 -0.754 -1.548  -0.099
C: 0.801 -1.615 -1.395  -0.151
C: 0.840 -2.608 -0.416  -0.130
H: 2.000 -3.527 1.135  0.115
H: 3.936 -2.029 0.827  0.110
H: 3.861 -0.243 -0.881  0.111
H: 1.875 -0.008 -2.332  0.115
H: -0.020 -1.578 -2.099  0.116
H: 0.013 -3.296 -0.314  0.094
S: -2.176 -1.638 0.699  0.623
C: -3.496 -0.563 0.293  -0.736
C: -4.584 -1.176 -0.396  -0.279
N: -5.443 -1.705 -0.949  0.170
C: -3.537 0.762 0.608  -0.713
S: -2.292 1.596 1.527  0.656
C: -4.627 1.578 0.190  -0.283
N: -5.477 2.277 -0.147  0.167
C: 3.275 2.196 3.624  -0.027
N: 1.874 2.224 3.987  -0.066
C: 0.915 1.485 3.405  -0.679
Se: 1.235 0.038 2.302  0.793
N: -0.272 1.865 3.901  0.123
C: -0.091 2.870 4.836  -0.158
C: -0.969 3.538 5.675  0.004
C: -0.423 4.451 6.560  -0.081
C: 0.954 4.684 6.613  -0.082
C: 1.833 4.003 5.789  -0.003
C: 1.287 3.092 4.898  -0.147
H: 3.352 1.943 2.570  0.064
H: 3.817 1.457 4.214  0.101
H: 3.695 3.186 3.787  0.096
H: -1.159 1.525 3.546  0.044
H: -2.032 3.337 5.651  0.120
H: -1.071 4.996 7.232  0.106
H: 1.344 5.403 7.321  0.105
H: 2.901 4.167 5.846  0.111
C: 1.536 5.624 -0.255  -0.009
N: 0.946 4.370 -0.695  -0.039
C: 0.381 4.233 -1.918  -0.030
C: -0.231 3.094 -2.313  0.034
C: -0.268 2.034 -1.363  -0.487
O: -0.882 0.925 -1.536  -0.104
N: 0.365 2.152 -0.182  0.068
C: 0.961 3.304 0.220  -0.476
O: 1.500 3.455 1.307  0.058
H: 1.425 6.365 -1.042  0.090
H: 2.590 5.482 -0.024  0.097
H: 1.039 5.970 0.650  0.100
H: 0.445 5.093 -2.572  0.134
H: -0.706 2.981 -3.274  0.121

Run x
A structure of composition C23H19N6O2S2ScSe, computed with wB97M-V/def2-TZVPD.

Calculated values
multiplicity	1
charge	0

Each line ends with the Löwdin charge.
Geometry (Å):
Sc: 1.702 -0.656 0.316  0.503
C: 2.701 -3.881 1.075  -0.114
C: 2.114 -3.845 2.331  -0.080
C: 2.441 -2.829 3.219  -0.082
C: 3.344 -1.843 2.848  -0.107
C: 3.956 -1.885 1.597  -0.159
C: 3.634 -2.911 0.710  -0.141
H: 2.445 -4.669 0.379  0.106
H: 1.384 -4.595 2.608  0.112
H: 1.964 -2.784 4.189  0.113
H: 3.574 -1.028 3.523  0.110
H: 4.705 -1.151 1.330  0.110
H: 4.132 -2.969 -0.250  0.107
S: 2.723 1.363 1.410  0.641
C: 3.798 1.959 0.165  -0.723
C: 4.469 3.202 0.474  -0.279
N: 4.988 4.193 0.738  0.163
C: 4.034 1.353 -1.014  -0.718
S: 3.299 -0.155 -1.538  0.584
C: 4.934 1.967 -1.962  -0.282
N: 5.652 2.435 -2.728  0.162
C: -0.140 0.275 -3.143  -0.002
N: -1.175 -0.392 -2.358  -0.044
C: -1.014 -1.499 -1.621  -0.701
Se: 0.507 -2.544 -1.391  0.727
N: -2.180 -1.740 -0.988  0.136
C: -3.099 -0.736 -1.267  -0.177
C: -4.395 -0.503 -0.832  -0.008
C: -5.010 0.640 -1.311  -0.081
C: -4.354 1.515 -2.190  -0.074
C: -3.060 1.275 -2.619  0.006
C: -2.451 0.125 -2.142  -0.168
H: 0.730 -0.377 -3.188  0.040
H: 0.126 1.214 -2.659  0.091
H: -0.522 0.452 -4.147  0.103
H: -2.282 -2.507 -0.344  0.161
H: -4.897 -1.179 -0.154  0.116
H: -6.024 0.862 -1.005  0.106
H: -4.868 2.400 -2.537  0.109
H: -2.542 1.960 -3.276  0.125
C: -2.834 3.089 0.848  -0.004
N: -2.063 1.865 1.058  -0.026
C: -2.370 1.038 2.088  -0.040
C: -1.661 -0.077 2.369  0.027
C: -0.541 -0.323 1.521  -0.501
O: 0.299 -1.281 1.700  -0.143
N: -0.274 0.463 0.471  0.088
C: -0.989 1.593 0.187  -0.492
O: -0.737 2.337 -0.738  0.070
H: -3.889 2.876 1.004  0.090
H: -2.671 3.419 -0.171  0.086
H: -2.505 3.870 1.534  0.101
H: -3.225 1.338 2.681  0.137
H: -1.883 -0.719 3.205  0.117

Result of the stability comparison: run x is the most stable of them.

Run w
The molecule C9H18N2O3, computed with wB97M-V/def2-TZVPD.

Calculated values
multiplicity	1
charge	0
SMILES	CC[C@H](C)[C@H](N)C(=O)N[C@@H](C)C(=O)O

Each line ends with the Löwdin charge.
Geometry (Å):
C: 1.342 -1.566 2.010  -0.090
C: 1.571 -1.773 0.475  -0.209
C: 2.031 -0.589 -0.328  -0.356
C: 3.224 0.108 0.247  -0.075
C: 0.846 0.360 -0.707  -0.299
N: 1.168 1.411 -1.623  0.058
C: 0.231 1.073 0.535  -0.397
O: 0.949 1.799 1.216  0.068
N: -1.125 0.904 0.831  0.080
C: -2.195 0.598 -0.061  -0.308
C: -2.231 1.525 -1.284  -0.019
C: -2.179 -0.875 -0.468  -0.519
O: -2.578 -1.278 -1.537  0.119
O: -1.737 -1.678 0.480  0.128
H: 1.008 -2.504 2.494  0.079
H: 2.226 -1.257 2.617  0.086
H: 0.610 -0.812 2.261  0.040
H: 0.708 -2.200 -0.098  0.117
H: 2.319 -2.584 0.521  0.114
H: 2.241 -1.026 -1.329  0.148
H: 4.021 -0.615 0.419  0.084
H: 3.668 0.899 -0.398  0.087
H: 3.025 0.639 1.180  0.073
H: 0.027 -0.237 -1.135  0.125
H: 1.688 2.183 -1.177  0.098
H: 1.798 1.073 -2.350  0.092
H: -1.308 1.527 1.619  0.160
H: -3.126 0.786 0.479  0.162
H: -1.255 1.405 -1.776  0.066
H: -3.095 1.147 -1.831  0.082
H: -2.455 2.580 -0.885  0.116
H: -1.296 -1.121 1.141  0.089

Run x
The molecule C9H18N2O3, computed with wB97M-V/def2-TZVPD.

Calculated values
multiplicity	1
charge	0
SMILES	CC[C@H](C)[C@H](N)C(=O)N[C@@H](C)C(=O)O

Each line ends with the Löwdin charge.
Geometry (Å):
C: 0.225 3.742 -2.172  -0.086
C: -0.024 2.874 -0.916  -0.242
C: -0.125 1.387 -0.982  -0.388
C: -1.067 0.839 -2.096  -0.049
C: -0.495 0.886 0.427  -0.285
N: 0.554 1.407 1.406  0.032
C: -0.778 -0.640 0.728  -0.426
O: -1.800 -0.901 1.399  0.050
N: 0.150 -1.488 0.307  0.141
C: -0.016 -2.768 0.896  -0.337
C: 0.491 -3.851 0.071  -0.041
C: 0.760 -2.597 2.186  -0.510
O: 1.967 -2.604 2.149  0.109
O: -0.067 -2.388 3.209  0.114
H: 1.309 3.923 -2.383  0.085
H: -0.095 4.710 -1.839  0.049
H: -0.469 3.526 -3.020  0.078
H: -0.991 2.906 -0.380  0.121
H: 0.678 3.193 -0.112  0.109
H: 0.805 0.773 -0.983  0.131
H: -1.418 -0.262 -1.816  0.112
H: -1.981 1.308 -2.445  0.064
H: -0.369 0.864 -2.993  0.091
H: -1.429 1.283 0.755  0.121
H: 1.479 1.160 0.996  0.084
H: 0.451 1.336 2.473  0.119
H: 1.041 -1.130 0.431  0.118
H: -1.071 -2.943 1.260  0.173
H: 0.452 -4.876 0.462  0.103
H: -0.122 -3.859 -0.768  0.062
H: 1.521 -3.696 -0.324  0.107
H: 0.434 -2.113 4.074  0.191

Result of the stability comparison: run w is the most stable of them.

Run w
A structure of composition C13H17AsMnNO10S, computed with wB97M-V/def2-TZVPD.

Calculated values
expectation value of S²	1.123
multiplicity	2
charge	-1

Each line ends with the Löwdin spin population.
Geometry (Å):
Mn: 1.835 -0.751 -0.072  0.970
O: -0.466 -1.130 3.870  -0.001
As: -0.356 -0.410 2.244  0.001
O: -1.823 -0.519 1.537  0.001
O: 0.988 -1.212 1.653  0.019
C: 0.081 1.421 2.769  0.000
C: -0.417 1.848 3.996  0.000
C: -0.191 3.141 4.446  0.000
C: 0.539 4.029 3.671  0.000
C: 1.036 3.620 2.444  0.000
C: 0.810 2.325 1.999  0.000
S: 1.486 1.880 0.410  -0.001
O: 1.640 3.114 -0.310  -0.001
O: 0.500 0.933 -0.164  -0.003
O: 2.720 1.119 0.653  0.005
H: 0.341 -1.652 3.963  0.000
H: -0.978 1.155 4.607  0.000
H: -0.590 3.452 5.404  0.000
H: 0.716 5.040 4.016  0.000
H: 1.591 4.297 1.809  0.000
C: 4.911 -2.107 -2.018  -0.001
C: 3.696 -1.599 -1.286  -0.001
O: 3.368 -2.111 -0.180  0.005
O: 3.013 -0.649 -1.758  0.005
H: 4.922 -3.195 -2.009  0.000
H: 5.803 -1.757 -1.495  0.000
H: 4.924 -1.732 -3.039  0.000
O: -0.225 -2.300 -3.229  -0.001
C: -0.435 -1.982 -1.956  0.000
O: 0.440 -1.999 -1.127  0.002
C: -1.867 -1.600 -1.629  0.000
N: -2.780 -2.072 -2.694  0.000
C: -3.740 -0.990 -3.011  0.000
C: -3.536 0.060 -1.924  0.000
C: -2.053 -0.077 -1.599  0.000
H: -2.099 -1.999 -0.639  0.000
H: -3.263 -2.909 -2.403  0.000
H: -1.133 -2.316 -3.615  0.000
H: -4.757 -1.385 -3.055  0.000
H: -3.507 -0.572 -3.995  0.000
H: -4.125 -0.184 -1.036  0.000
H: -3.808 1.064 -2.251  0.000
H: -1.771 0.310 -0.626  0.000
H: -1.441 0.400 -2.369  0.000

Run x
A structure of composition C13H17AsMnNO10S, computed with wB97M-V/def2-TZVPD.

Calculated values
expectation value of S²	0.789
multiplicity	2
charge	-1

Each line ends with the Löwdin spin population.
Geometry (Å):
Mn: -0.652 0.777 -1.218  0.950
O: -2.431 -3.178 -2.558  0.003
As: -2.734 -1.376 -2.355  0.002
O: -3.703 -1.031 -3.611  -0.001
O: -1.147 -0.843 -2.354  0.017
C: -3.701 -1.609 -0.669  0.000
C: -4.273 -2.850 -0.409  0.000
C: -5.075 -3.024 0.708  0.000
C: -5.331 -1.961 1.565  0.000
C: -4.772 -0.720 1.311  0.000
C: -3.959 -0.559 0.200  0.000
S: -3.149 0.997 -0.072  0.001
O: -3.980 2.028 0.489  -0.001
O: -2.919 1.084 -1.522  -0.003
O: -1.829 0.848 0.593  0.012
H: -2.141 -3.236 -3.476  0.000
H: -4.084 -3.664 -1.095  0.000
H: -5.502 -3.998 0.915  0.000
H: -5.975 -2.100 2.424  0.000
H: -4.964 0.132 1.950  0.000
C: 1.310 4.605 -1.155  0.001
C: 1.165 3.097 -1.023  0.004
O: 1.958 2.459 -0.321  0.000
O: 0.178 2.601 -1.677  0.010
H: 2.195 4.954 -0.628  0.000
H: 0.420 5.077 -0.736  0.000
H: 1.366 4.877 -2.209  0.000
O: 1.260 0.395 1.675  0.001
C: 1.673 -0.228 0.592  0.001
O: 0.957 -0.393 -0.366  0.002
C: 3.104 -0.754 0.635  0.000
N: 3.603 -0.800 2.027  0.000
C: 4.868 -0.046 2.100  0.000
C: 5.378 0.028 0.664  0.000
C: 4.076 0.176 -0.124  0.000
H: 3.092 -1.739 0.167  0.000
H: 3.721 -1.755 2.328  0.000
H: 1.953 0.264 2.347  0.000
H: 5.565 -0.519 2.791  0.000
H: 4.659 0.965 2.463  0.000
H: 5.876 -0.911 0.404  0.000
H: 6.070 0.853 0.502  0.000
H: 4.170 -0.124 -1.165  0.000
H: 3.706 1.200 -0.106  0.000

Result of the stability comparison: run w is the most stable of them.